Entry 1:
# C3H3NO2

The molecule C3H3NO2 in a non-equilibrium geometry (ωB97M-V/def2-TZVPD, the Open Molecules 2025 dataset).

Geometry as XYZ:
```
9
C3H3NO2, DFT ωB97M-V/def2-TZVPD
O 2.22952 -2.76708 -0.45283
N 2.38236 -1.66626 0.03049
O 3.38229 -1.14387 0.49546
C 1.20713 -0.68673 0.05785
C 0.86678 0.56150 0.06751
C -0.28791 -0.44179 0.10720
H 1.43925 1.42167 -0.05459
H -0.64262 -0.64065 1.09633
H -0.78960 -0.50264 -0.82601
```

F_max ... 2.94 eV/Å
Frontier orbital gap ... 10.17 eV
Energy ... -321.1216 a.u.
E_LUMO ... -0.4 eV
SMILES ... O=[N+]([O-])C1=CC1
ΔE to the lowest compared entry with this formula, charge and spin ... 6.968 eV
HOMO ... -10.55 eV

Entry 2:
# C3H3NO2

The molecule C3H3NO2 in a non-equilibrium geometry (ωB97M-V/def2-TZVPD, the Open Molecules 2025 dataset).

Geometry as XYZ:
```
9
C3H3NO2, DFT ωB97M-V/def2-TZVPD
C -1.37262 -0.22024 0.17961
O -0.18552 -0.34415 -0.61351
C 0.84562 0.50293 -0.53042
O 0.90306 1.62731 -0.93363
C 1.98926 -0.18201 0.10601
N 2.82977 -0.74300 0.66788
H -1.45525 -1.15374 0.73907
H -1.32568 0.62474 0.87182
H -2.22862 -0.11183 -0.48683
```

F_max ... 1.16 eV/Å
Frontier orbital gap ... 11.39 eV
Energy ... -321.3082 a.u.
E_LUMO ... -0.3 eV
SMILES ... COC(=O)C#N
ΔE to the lowest compared entry with this formula, charge and spin ... 1.889 eV
HOMO ... -11.67 eV

Entry 3:
# C3H3NO2

The molecule C3H3NO2 in a non-equilibrium geometry (ωB97M-V/def2-TZVPD, the Open Molecules 2025 dataset).

Geometry as XYZ:
```
9
C3H3NO2, DFT ωB97M-V/def2-TZVPD
C -1.01365 -1.04150 0.24082
C -0.32212 0.11596 -0.14966
C 1.16759 0.05793 -0.01730
N -1.58848 -1.96881 0.58426
O -2.16347 1.32615 -0.31714
O -0.89221 1.18705 -0.41433
H 1.53774 0.78969 0.78428
H 1.67274 0.50466 -1.02166
H 1.60185 -0.97113 0.31073
```

F_max ... 3.07 eV/Å
Frontier orbital gap (spin up / spin down) ... 8.41 / 8.52 eV
Energy ... -321.1461 a.u.
E_LUMO (spin up / spin down) ... -1.4 / -1.4 eV
ΔE to the lowest compared entry with this formula, charge and spin ... 6.301 eV
HOMO (spin up / spin down) ... -9.82 / -9.93 eV

Entry 4:
# C3H3NO2S

A 3-piece molecular cluster, C3H3NO2S overall in a non-equilibrium geometry (ωB97M-V/def2-TZVPD, the Open Molecules 2025 dataset).

Geometry as XYZ:
```
10
C3H3NO2S, DFT ωB97M-V/def2-TZVPD
C -1.12611 0.28855 2.05316
C 2.99403 -0.29349 0.73610
C -0.92160 0.32498 0.59274
N -2.03779 0.80528 1.33001
O 3.49703 -1.27652 0.51852
O 2.40450 0.67756 0.91141
S -0.78248 -1.02022 -0.54132
H -0.80017 -0.11527 3.08531
H -0.18342 1.89737 0.08334
H -1.11224 -0.39308 -1.66755
```

F_max ... 4.58 eV/Å
Frontier orbital gap (spin up / spin down) ... 9.24 / 9.24 eV
Energy ... -719.3720 a.u.
E_LUMO (spin up / spin down) ... 0.3 / 0.3 eV
ΔE to the lowest compared entry with this formula, charge and spin ... 5.668 eV
HOMO (spin up / spin down) ... -8.93 / -8.93 eV

Entry 5:
# C3H3NO2S

The molecule C3H3NO2S in a non-equilibrium geometry (ωB97M-V/def2-TZVPD, the Open Molecules 2025 dataset).

Geometry as XYZ:
```
10
C3H3NO2S, DFT ωB97M-V/def2-TZVPD
O 2.43687 1.12379 -0.59043
C 1.45811 0.60041 -0.09862
C 1.09856 0.22148 1.27425
O -0.19043 -0.32618 1.22522
C -0.67367 -0.29401 -0.03288
S -2.15702 -0.79873 -0.48279
N 0.29526 0.32441 -0.84064
H 1.09767 1.13855 1.90078
H 1.78975 -0.52097 1.63268
H 0.28867 0.34308 -1.85912
```

F_max ... 3.19 eV/Å
Frontier orbital gap ... 9.52 eV
Energy ... -719.5522 a.u.
E_LUMO ... 0.3 eV
SMILES ... O=C1COC(=S)N1
ΔE to the lowest compared entry with this formula, charge and spin ... 0.764 eV
HOMO ... -9.25 eV

Entry 6:
# C3H3NO2S

The molecule C3H3NO2S in a non-equilibrium geometry (ωB97M-V/def2-TZVPD, the Open Molecules 2025 dataset).

Geometry as XYZ:
```
10
C3H3NO2S, DFT ωB97M-V/def2-TZVPD
C -4.41632 -0.30858 0.89538
C -3.14391 -0.30638 1.33949
C 0.24456 -0.11446 0.17339
N -5.51080 -0.06043 0.63576
O -0.44878 -1.09635 0.85187
O -2.63704 -1.30699 2.21627
S -2.00615 -1.45030 0.70302
H 0.14913 -0.15014 -0.87780
H -0.18860 0.95135 0.29843
H 1.33802 -0.24875 0.38977
```

F_max ... 4.07 eV/Å
Frontier orbital gap ... 7.85 eV
Energy ... -719.3303 a.u.
E_LUMO ... -0.7 eV
ΔE to the lowest compared entry with this formula, charge and spin ... 6.802 eV
HOMO ... -8.59 eV

Entry 7:
# C3H3NO3

The molecule C3H3NO3 in a non-equilibrium geometry (ωB97M-V/def2-TZVPD, the Open Molecules 2025 dataset).

Geometry as XYZ:
```
10
C3H3NO3, DFT ωB97M-V/def2-TZVPD
O 1.52593 -1.72575 -1.39425
C 1.12062 -1.64607 -0.27790
C 0.46477 -0.40732 0.10795
N -0.18283 -0.32111 1.24982
O -1.03641 0.63834 1.19407
C -0.91333 1.38482 -0.13466
O -0.08415 0.38985 -0.71056
H 1.38330 -2.45784 0.36392
H -0.41480 2.39429 0.29977
H -1.86310 1.75080 -0.69817
```

F_max ... 7.85 eV/Å
Frontier orbital gap ... 9.30 eV
Energy ... -396.4405 a.u.
E_LUMO ... 0.1 eV
SMILES ... O=CC1=NOCO1
ΔE to the lowest compared entry with this formula, charge and spin ... 5.004 eV
HOMO ... -9.15 eV

Entry 8:
# C3H3NO3

A 2-piece molecular cluster, C3H3NO3 overall in a non-equilibrium geometry (ωB97M-V/def2-TZVPD, the Open Molecules 2025 dataset).

Geometry as XYZ:
```
10
C3H3NO3, DFT ωB97M-V/def2-TZVPD
N 0.34493 0.71564 -1.46333
C -0.00343 0.16210 -0.33572
O -1.31712 -0.02283 -0.13053
C -1.52774 -0.63018 1.10597
O -2.62165 -0.88462 1.49166
C 2.16992 0.06826 0.17861
O 2.40012 -0.39425 1.19804
H -0.25148 1.03280 -2.22245
H -0.57413 -0.82215 1.62600
H 1.38057 0.77523 -1.44825
```

F_max ... 1.93 eV/Å
Frontier orbital gap ... 9.95 eV
Energy ... -396.5173 a.u.
E_LUMO ... 0.8 eV
ΔE to the lowest compared entry with this formula, charge and spin ... 2.915 eV
HOMO ... -9.13 eV

Entry 9:
# C3H3NO3

The molecule C3H3NO3 in a non-equilibrium geometry (ωB97M-V/def2-TZVPD, the Open Molecules 2025 dataset).

Geometry as XYZ:
```
10
C3H3NO3, DFT ωB97M-V/def2-TZVPD
O 1.15605 -2.28634 0.57814
C 0.39460 -1.36343 0.47094
N 0.64475 -0.38419 -0.52577
C -0.01675 0.74363 -0.66052
O 0.10606 1.46424 -1.65291
C -0.88638 1.29471 0.44068
O -1.43713 0.56117 1.31081
H -0.62238 -1.17134 1.03946
H 1.56836 -0.49166 -0.96877
H -1.00789 2.39043 0.21479
```

F_max ... 4.89 eV/Å
Frontier orbital gap ... 9.47 eV
Energy ... -396.5664 a.u.
E_LUMO ... -1.2 eV
SMILES ... O=CNC(=O)C=O
ΔE to the lowest compared entry with this formula, charge and spin ... 1.580 eV
HOMO ... -10.67 eV

Entry 10:
# C3H3NO3

The molecule C3H3NO3 in a non-equilibrium geometry (ωB97M-V/def2-TZVPD, the Open Molecules 2025 dataset).

Geometry as XYZ:
```
10
C3H3NO3, DFT ωB97M-V/def2-TZVPD
C 1.21413 1.62877 -0.20642
C 0.54895 0.89254 0.63705
N 0.26442 0.14810 1.53892
O 0.14865 -1.14487 1.04874
C -0.98281 -1.15009 0.18597
O -2.14678 -1.04647 0.51056
O -0.59319 -1.53146 -1.04849
H 2.10769 2.16302 0.08924
H 0.87523 1.70468 -1.23302
H -1.43629 -1.66422 -1.52255
```

F_max ... 3.74 eV/Å
Frontier orbital gap ... 9.45 eV
Energy ... -396.4500 a.u.
E_LUMO ... -0.2 eV
SMILES ... C=C=NOC(=O)O
ΔE to the lowest compared entry with this formula, charge and spin ... 4.747 eV
HOMO ... -9.61 eV

Entry 11:
# C3H3NO3

The molecule C3H3NO3 in a non-equilibrium geometry (ωB97M-V/def2-TZVPD, the Open Molecules 2025 dataset).

Geometry as XYZ:
```
10
C3H3NO3, DFT ωB97M-V/def2-TZVPD
O -2.44009 0.46036 -0.08335
C -1.30621 0.94394 -0.33961
C -0.03102 0.37204 0.00712
C 0.18886 -1.05236 0.56560
O -0.30136 -2.20892 0.29014
N 1.12540 1.11037 -0.22640
O 2.24016 0.37797 -0.15191
H -1.14534 1.73668 -1.16853
H 1.04189 -0.87073 1.44233
H 3.12620 0.74450 -0.52661
```

F_max ... 6.68 eV/Å
Frontier orbital gap ... 8.74 eV
Energy ... -396.4294 a.u.
E_LUMO ... -1.4 eV
SMILES ... O=CC(C=O)=NO
ΔE to the lowest compared entry with this formula, charge and spin ... 5.307 eV
HOMO ... -10.13 eV

Entry 12:
# C3H3NO3

The molecule C3H3NO3 (ωB97M-V/def2-TZVPD, the Open Molecules 2025 dataset).

Geometry as XYZ:
```
10
C3H3NO3, DFT ωB97M-V/def2-TZVPD
H -1.56217 -1.90261 1.10626
N -0.99367 -1.80447 0.26586
C -0.41108 -0.70094 0.18665
C 0.43429 -0.14731 -0.91874
O 1.36340 0.65676 -0.17675
C 0.47998 1.29590 0.63410
O 0.44499 2.45832 0.86263
O -0.46077 0.37283 1.07229
H -0.20352 0.59845 -1.41288
H 0.90855 -0.82693 -1.61941
```

F_max ... 0.84 eV/Å
Frontier orbital gap ... 12.03 eV
Energy ... -396.5819 a.u.
E_LUMO ... 0.7 eV
SMILES ... [H]/N=C1/COC(=O)O1
ΔE to the lowest compared entry with this formula, charge and spin ... 1.158 eV
HOMO ... -11.36 eV

Entry 13:
# C3H3NO3

The molecule C3H3NO3 (ωB97M-V/def2-TZVPD, the Open Molecules 2025 dataset).

Geometry as XYZ:
```
10
C3H3NO3, DFT ωB97M-V/def2-TZVPD
N -0.60731 1.27621 -0.69623
C -0.52310 0.07969 -0.29245
O 0.55416 -0.79135 -0.17722
C 1.80396 -0.31548 0.03423
O 2.12609 0.83330 0.14012
C -1.70821 -0.45964 0.81513
O -1.70362 -0.74326 -0.45664
H 0.30165 1.72451 -0.69646
H 2.48382 -1.17750 0.08707
H -2.72744 -0.42649 1.24245
```

F_max ... 0.64 eV/Å
Frontier orbital gap ... 8.57 eV
Energy ... -396.4290 a.u.
E_LUMO ... -0.5 eV
ΔE to the lowest compared entry with this formula, charge and spin ... 5.319 eV
HOMO ... -9.06 eV

Entry 14:
# C3H3NO3

A 2-piece molecular cluster, C3H3NO3 overall in a non-equilibrium geometry (ωB97M-V/def2-TZVPD, the Open Molecules 2025 dataset).

Geometry as XYZ:
```
10
C3H3NO3, DFT ωB97M-V/def2-TZVPD
C -1.69987 0.22218 -0.19048
C -0.25003 0.07048 0.11817
N 0.24260 -1.32573 0.01051
O 1.37179 -1.43367 0.41840
C 2.58372 0.13578 -0.25294
O 3.37744 0.53513 0.45686
O 0.53049 0.97519 0.27871
H -1.80791 0.52571 -1.23818
H -2.23430 -0.71724 -0.03945
H -2.11393 1.01217 0.43839
```

F_max ... 2.39 eV/Å
Frontier orbital gap ... 7.82 eV
Energy ... -396.4620 a.u.
E_LUMO ... -1.7 eV
ΔE to the lowest compared entry with this formula, charge and spin ... 4.419 eV
HOMO ... -9.50 eV

Entry 15:
# C3H3NO3

The molecule C3H3NO3 (ωB97M-V/def2-TZVPD, the Open Molecules 2025 dataset).

Geometry as XYZ:
```
10
C3H3NO3, DFT ωB97M-V/def2-TZVPD
O -1.32029 -0.50924 2.35620
C -1.37801 -0.48778 1.16407
N -0.21562 -0.66688 0.30863
C 0.33552 0.51759 -0.11179
O -0.00078 1.57954 0.36250
C 1.40825 0.45114 -1.21112
O 1.90761 1.46102 -1.62653
H -2.30438 -0.28429 0.60160
H -0.12618 -1.51457 -0.24086
H 1.69388 -0.54653 -1.60269
```

F_max ... 0.91 eV/Å
Frontier orbital gap ... 9.89 eV
Energy ... -396.5625 a.u.
E_LUMO ... -0.5 eV
SMILES ... O=CNC(=O)C=O
ΔE to the lowest compared entry with this formula, charge and spin ... 1.685 eV
HOMO ... -10.38 eV

Entry 16:
# C3H3NO3

The molecule C3H3NO3 in a non-equilibrium geometry (ωB97M-V/def2-TZVPD, the Open Molecules 2025 dataset).

Geometry as XYZ:
```
10
C3H3NO3, DFT ωB97M-V/def2-TZVPD
H -0.63189 2.05040 -1.15225
N -1.10996 1.24408 -0.77184
C -0.38940 0.35602 -0.23446
C -1.46432 -0.69557 0.26065
O -1.45836 -1.76766 0.78993
O 0.98151 0.53990 -0.19855
C 1.91912 -0.31475 0.32281
O 3.08172 -0.04306 0.29172
H -2.37532 -0.15231 -0.03747
H 1.44692 -1.21706 0.72945
```

F_max ... 1.21 eV/Å
Frontier orbital gap ... 10.57 eV
Energy ... -396.5382 a.u.
E_LUMO ... -0.3 eV
SMILES ... [H]/N=C(/C=O)OC=O
ΔE to the lowest compared entry with this formula, charge and spin ... 2.346 eV
HOMO ... -10.85 eV

Entry 17:
# C3H3NO4

A 2-piece molecular cluster, C3H3NO4 overall in a non-equilibrium geometry (ωB97M-V/def2-TZVPD, the Open Molecules 2025 dataset).

Geometry as XYZ:
```
11
C3H3NO4, DFT ωB97M-V/def2-TZVPD
C -1.40529 -0.01460 0.00138
C 0.50899 0.73123 -0.01386
C 0.76941 -0.64683 0.02385
H -2.89894 0.77265 -0.30709
H 2.51824 1.76320 0.18125
H 1.57838 -2.80310 0.28333
N -0.84102 1.05147 -0.04769
O -2.76287 -0.18019 -0.09999
O 1.38187 1.83215 0.00894
O 1.82161 -1.44038 -0.22423
O -0.67040 -1.06561 0.19410
```

F_max ... 6.39 eV/Å
Frontier orbital gap ... 6.60 eV
Energy ... -471.6505 a.u.
E_LUMO ... -1.4 eV
ΔE to the lowest compared entry with this formula, charge and spin ... 6.060 eV
HOMO ... -8.01 eV

Entry 18:
# C3H3NOS

The molecule C3H3NOS in a non-equilibrium geometry (ωB97M-V/def2-TZVPD, the Open Molecules 2025 dataset).

Geometry as XYZ:
```
9
C3H3NOS, DFT ωB97M-V/def2-TZVPD
S 2.41106 -0.54418 0.02223
C 0.65083 -0.45926 0.01695
C -0.22581 0.68272 -0.06308
C -1.45713 0.11393 0.03811
O -1.38179 -1.22972 -0.01768
N -0.04630 -1.58271 -0.03002
H 2.49358 0.78465 -0.15847
H 0.01335 1.69303 -0.00748
H -2.45779 0.54156 0.19944
```

F_max ... 2.38 eV/Å
Frontier orbital gap ... 10.05 eV
Energy ... -644.2343 a.u.
E_LUMO ... 0.7 eV
SMILES ... Sc1ccon1
ΔE to the lowest compared entry with this formula, charge and spin ... 1.431 eV
HOMO ... -9.31 eV

Entry 19:
# C3H3NOS

The molecule C3H3NOS in a non-equilibrium geometry (ωB97M-V/def2-TZVPD, the Open Molecules 2025 dataset).

Geometry as XYZ:
```
9
C3H3NOS, DFT ωB97M-V/def2-TZVPD
O 1.13975 -1.50915 1.74406
C 0.87717 -0.97440 0.71303
N 1.29035 -0.38975 -0.36466
C -0.14002 -0.16501 -0.01003
C -1.05434 1.00152 -0.02733
S -1.61332 -0.50284 -0.90918
H 1.81331 -0.44340 -1.19105
H -1.58711 1.14575 0.83944
H -0.72580 1.83727 -0.79426
```

F_max ... 4.50 eV/Å
Frontier orbital gap ... 9.82 eV
Energy ... -644.1942 a.u.
E_LUMO ... 0.7 eV
SMILES ... O=C1N[C@]12CS2
ΔE to the lowest compared entry with this formula, charge and spin ... 2.523 eV
HOMO ... -9.08 eV

Entry 20:
# C3H3NOS

A 2-piece molecular cluster, C3H3NOS overall in a non-equilibrium geometry (ωB97M-V/def2-TZVPD, the Open Molecules 2025 dataset).

Geometry as XYZ:
```
9
C3H3NOS, DFT ωB97M-V/def2-TZVPD
C 0.02254 0.66815 -0.05408
C 0.86270 -0.44293 0.16556
C 2.15374 -0.60101 -0.03173
N -1.20531 0.50717 0.21530
O 3.25604 -0.96825 -0.19498
S -4.03766 -0.60944 -0.10351
H 0.56010 1.44967 -0.63438
H 0.26138 -1.30519 0.45170
H -1.87352 1.30183 0.18613
```

F_max ... 2.28 eV/Å
Frontier orbital gap (spin up / spin down) ... 7.02 / 7.01 eV
Energy ... -644.1269 a.u.
E_LUMO (spin up / spin down) ... -2.4 / -2.3 eV
ΔE to the lowest compared entry with this formula, charge and spin ... 4.356 eV
HOMO (spin up / spin down) ... -9.38 / -9.35 eV